61
Properties=species:S:1:pos:R:3:forces:R:3:lowdin_charge:R:1 method="wB97M-V/def2-TZVPD" e_tot_ha=-1453.38701 e_homo_ev=-8.34 mol_weight_g_mol=496.43 e_above_lowest_kj_mol=1286.1
C 4.8860 -0.2593 0.9460 0.856 0.484 -0.192 -0.118
C 4.8790 -0.0828 -0.6926 0.406 0.138 -0.449 -0.369
C 4.7785 -1.5026 -1.5170 0.219 -0.581 0.475 -0.113
C 3.7816 1.0615 -1.2137 1.177 0.493 1.132 -0.171
C 2.3973 1.0628 -0.3335 -2.246 -1.100 -0.144 -0.214
C 1.5552 -0.3117 -0.6374 -0.797 -5.014 1.337 -0.208
O 1.5919 -1.5301 -0.0868 0.045 8.256 -3.767 0.008
O 0.5695 0.0251 -1.7179 0.524 0.304 3.748 -0.100
C -0.1384 1.2279 -1.1659 -0.129 0.751 -0.579 -0.365
C -1.3189 0.9744 -0.0431 0.171 -1.289 0.139 -0.123
C -1.7968 -0.6234 -0.1600 -0.501 -2.271 0.731 -0.139
C -2.4882 -1.1732 -1.5423 0.493 -2.653 2.907 -0.026
C -2.9365 -2.7776 -1.6814 2.345 2.159 4.296 -0.047
C -2.6061 -3.7312 -0.3539 0.582 3.206 -0.189 -0.079
C -1.9196 -3.1668 1.0237 -0.149 2.921 -2.328 -0.053
C -1.4811 -1.5628 1.1825 -2.582 -2.331 -4.938 -0.013
C 1.1931 2.1323 -0.7126 -0.399 -0.182 0.071 -0.511
I 1.5596 3.2316 -2.6202 0.181 -0.107 0.981 0.833
H 3.8739 -0.6415 1.3989 2.023 0.674 -1.007 0.077
H 5.7823 -0.9749 1.2758 -2.103 1.414 -0.830 0.092
H 5.1721 0.8054 1.3909 -0.826 -2.203 -0.779 0.092
H 5.9444 0.3783 -0.9698 -2.294 -1.000 0.596 0.136
H 3.7140 -1.9877 -1.5357 1.917 1.127 0.224 0.070
H 5.1323 -1.4310 -2.6451 -0.593 0.093 2.444 0.087
H 5.4776 -2.2698 -0.9340 -1.402 1.571 -1.437 0.088
H 4.3173 2.1058 -1.0196 -1.338 -2.076 -0.428 0.122
H 3.6318 0.9693 -2.3727 -0.127 0.062 2.392 0.101
H 2.4482 1.1101 0.8410 0.682 -0.049 -2.430 0.156
H -0.7513 1.7079 -2.0507 1.835 -0.993 1.562 0.107
H -0.8912 1.2067 1.0226 -0.870 -0.759 -1.877 0.110
H -2.2431 1.7123 -0.1951 2.165 -1.629 0.025 0.130
H -2.6530 -0.4152 -2.4430 0.402 -1.846 2.203 0.096
H -3.4442 -3.2041 -2.6627 1.267 1.007 2.402 0.083
H -2.8964 -4.8731 -0.4347 0.900 2.745 0.282 0.048
H -1.6623 -3.8479 1.9678 -0.828 1.347 -2.573 0.088
H -0.9929 -1.1440 2.1608 -1.048 -0.866 -2.236 0.090
H 1.0434 2.9304 0.1420 0.151 -1.670 -1.891 0.104
C -6.5524 -7.1020 2.5337 -0.011 -0.038 0.145 -0.114
C -6.2707 -5.8449 1.7209 -0.284 -0.026 0.348 -0.267
C -5.3091 -6.0837 0.5572 -0.155 0.298 -0.089 -0.196
C -3.9629 -6.4543 1.0122 1.105 -0.538 0.346 -0.253
N -2.9004 -6.7534 1.3716 -1.424 0.401 -0.413 0.158
H -5.6453 -7.4795 3.0160 -0.085 0.016 -0.091 0.074
H -7.2816 -6.8850 3.3208 0.100 -0.081 -0.106 0.073
H -6.9623 -7.8951 1.9004 0.043 0.048 0.075 0.076
H -5.8760 -5.0668 2.3851 -0.001 -0.060 -0.211 0.115
H -7.2202 -5.4710 1.3191 0.225 0.022 -0.051 0.110
H -5.2419 -5.1658 -0.0388 0.192 -0.145 0.054 0.106
H -5.7072 -6.8619 -0.1035 0.193 -0.008 0.119 0.124
C 1.9162 9.0464 0.1934 0.075 0.140 -0.003 -0.114
C 1.8164 7.8599 -0.7565 -0.063 0.418 -0.105 -0.268
C 1.9383 6.5106 -0.0489 -0.116 -0.109 -0.305 -0.211
C 3.2666 6.3091 0.5441 1.101 -0.276 0.666 -0.230
N 4.3145 6.1523 1.0182 -1.384 0.221 -0.665 0.139
H 2.8968 9.0915 0.6774 -0.120 -0.036 -0.018 0.074
H 1.7740 9.9817 -0.3574 0.015 -0.109 0.125 0.073
H 1.1491 8.9912 0.9722 0.080 0.022 -0.051 0.076
H 2.5867 7.9523 -1.5314 -0.123 -0.144 0.102 0.115
H 0.8453 7.9021 -1.2644 0.157 -0.161 0.041 0.110
H 1.7499 5.7125 -0.7766 0.155 -0.004 0.174 0.039
H 1.1671 6.4228 0.7245 0.213 0.014 0.036 0.121